# 1
{
  "formula": "C48H88BrF4N9O11S4",
  "method": "ωB97M-V/def2-TZVPD",
  "total_charge": 4,
  "multiplicity": 1,
  "homo_energy_ev": -9.14,
  "energy_ev": -211341.812,
  "symbols": ["Br", "C", "C", "N", "C", "C", "C", "C", "C", "O", "C", "H", "H", "H", "H", "H", "H", "H", "H", "H", "H", "H", "H", "H", "H", "H", "H", "H", "H", "H", "H", "C", "C", "N", "C", "C", "C", "C", "C", "O", "C", "H", "H", "H", "H", "H", "H", "H", "H", "H", "H", "H", "H", "H", "H", "H", "H", "H", "H", "H", "H", "C", "C", "N", "C", "C", "C", "C", "C", "O", "C", "H", "H", "H", "H", "H", "H", "H", "H", "H", "H", "H", "H", "H", "H", "H", "H", "H", "H", "H", "H", "C", "N", "C", "C", "C", "C", "C", "C", "C", "C", "N", "C", "C", "C", "H", "H", "H", "H", "H", "H", "H", "H", "H", "H", "H", "H", "H", "H", "C", "N", "C", "C", "C", "C", "C", "C", "C", "C", "N", "C", "C", "C", "H", "H", "H", "H", "H", "H", "H", "H", "H", "H", "H", "H", "H", "H", "N", "S", "O", "O", "F", "S", "O", "O", "F", "N", "S", "O", "O", "F", "S", "O", "O", "F"],
  "coordinates": [[-29.43, 3.61, -9.52], [-36.31, 0.53, 3.11], [-37.56, -0.27, 3.75], [-37.86, -1.70, 3.28], [-39.11, -2.28, 3.89], [-43.00, 0.37, -5.11], [-42.46, 0.41, -6.30], [-37.16, -2.30, 2.39], [-29.62, -1.77, 7.48], [-30.97, -1.67, 7.46], [-31.54, -0.22, 7.66], [-36.30, 1.43, 3.70], [-36.42, 0.77, 2.02], [-35.33, -0.04, 3.35], [-38.52, 0.20, 3.46], [-37.49, -0.43, 4.82], [-39.07, -3.19, 3.30], [-39.87, -1.67, 3.60], [-38.89, -2.54, 4.90], [-42.46, 0.66, -4.21], [-44.09, 0.48, -5.16], [-42.97, 0.50, -7.20], [-36.72, -9.36, -9.68], [-41.43, 0.17, -6.39], [-36.50, -1.63, 1.84], [-37.41, -3.30, 2.00], [-28.94, -0.79, 7.41], [-29.08, -2.73, 7.69], [-30.71, 0.38, 7.87], [-32.46, -0.18, 8.36], [-31.77, 0.27, 6.56], [-33.96, -0.75, -11.89], [-32.58, -0.71, -12.62], [-31.58, 0.25, -12.00], [-31.08, -0.16, -10.62], [-30.35, 0.31, -12.91], [-29.59, -1.03, -13.06], [-32.10, 1.69, -11.80], [-32.74, 2.38, -12.97], [-31.78, 2.83, -13.91], [-32.37, 3.71, -14.84], [-34.70, -1.23, -12.54], [-34.20, 0.27, -11.71], [-33.96, -1.28, -10.97], [-32.71, -0.47, -13.69], [-32.13, -1.72, -12.64], [-31.93, -0.59, -10.01], [-30.77, 0.77, -10.13], [-30.19, -0.84, -10.67], [-29.64, 1.03, -12.45], [-30.65, 0.67, -13.89], [-28.75, -0.81, -13.67], [-30.13, -1.83, -13.60], [-29.28, -1.40, -12.09], [-31.21, 2.22, -11.49], [-32.72, 1.62, -10.93], [-33.14, 3.26, -12.47], [-33.59, 1.82, -13.41], [-33.24, 3.19, -15.27], [-31.67, 4.00, -15.65], [-32.92, 4.53, -14.23], [-33.23, 5.66, -9.39], [-33.11, 5.38, -7.96], [-33.60, 3.99, -7.58], [-33.14, 2.93, -8.51], [-33.04, 3.64, -6.22], [-31.55, 3.41, -6.11], [-35.12, 4.02, -7.62], [-35.83, 4.95, -6.67], [-35.64, 6.30, -7.07], [-36.49, 7.30, -6.45], [-32.59, 5.09, -10.05], [-32.76, 6.64, -9.43], [-34.23, 5.68, -9.80], [-33.57, 6.08, -7.30], [-32.02, 5.24, -7.84], [-33.58, 3.13, -9.44], [-33.43, 2.00, -8.01], [-32.09, 2.94, -8.51], [-33.57, 2.74, -5.82], [-33.30, 4.54, -5.60], [-31.29, 3.22, -5.10], [-30.95, 4.23, -6.49], [-31.23, 2.50, -6.69], [-35.45, 3.01, -7.58], [-35.44, 4.32, -8.68], [-35.54, 4.96, -5.60], [-36.90, 4.71, -6.59], [-36.61, 7.23, -5.34], [-37.48, 7.30, -6.94], [-36.04, 8.22, -6.81], [-27.36, 5.02, -6.88], [-26.02, 5.03, -7.58], [-24.87, 4.59, -7.00], [-23.69, 4.66, -7.68], [-23.73, 5.12, -9.00], [-24.95, 5.30, -9.68], [-26.04, 5.36, -8.91], [-22.49, 5.40, -9.76], [-22.22, 4.64, -10.92], [-21.12, 4.89, -11.64], [-20.23, 5.83, -11.23], [-20.50, 6.59, -10.17], [-21.69, 6.47, -9.47], [-19.01, 6.13, -12.12], [-27.65, 6.06, -6.73], [-27.31, 4.42, -5.93], [-27.99, 4.56, -7.64], [-24.89, 4.17, -5.99], [-22.83, 4.22, -7.17], [-24.80, 5.55, -10.74], [-27.00, 5.70, -9.31], [-22.82, 3.74, -11.26], [-20.82, 4.42, -12.55], [-19.74, 7.39, -10.07], [-21.90, 7.02, -8.50], [-18.38, 5.26, -12.20], [-18.58, 7.06, -11.76], [-19.43, 6.33, -13.09], [-21.61, -3.48, -4.22], [-23.04, -3.33, -4.68], [-23.38, -2.92, -5.90], [-24.64, -2.95, -6.34], [-25.66, -3.39, -5.42], [-25.31, -3.63, -4.08], [-23.96, -3.61, -3.74], [-27.04, -3.54, -5.92], [-27.88, -4.41, -5.30], [-29.11, -4.61, -5.82], [-29.52, -3.90, -6.90], [-28.77, -2.92, -7.46], [-27.51, -2.73, -6.98], [-30.75, -4.37, -7.54], [-20.96, -3.05, -4.91], [-21.38, -4.54, -4.23], [-21.53, -3.08, -3.25], [-22.58, -2.59, -6.52], [-24.83, -2.80, -7.42], [-26.08, -3.88, -3.34], [-23.67, -3.87, -2.76], [-27.49, -4.98, -4.46], [-29.90, -5.18, -5.49], [-29.28, -2.29, -8.16], [-26.91, -1.94, -7.40], [-31.51, -4.57, -6.81], [-30.42, -5.38, -7.91], [-31.04, -3.81, -8.40], [-31.34, -1.32, -5.92], [-30.53, -0.84, -4.68], [-31.07, 0.19, -3.88], [-29.18, -0.83, -5.00], [-30.71, -2.15, -3.79], [-32.62, -0.66, -6.51], [-32.73, -1.17, -7.88], [-32.82, 0.74, -6.30], [-33.87, -1.32, -5.80], [-25.89, 0.38, -8.06], [-26.26, -0.36, -9.42], [-27.66, -0.62, -9.37], [-25.44, -1.53, -9.62], [-26.01, 0.59, -10.57], [-24.42, 1.02, -7.82], [-24.56, 1.71, -6.54], [-23.87, 1.65, -8.95], [-23.33, -0.15, -7.61]]
}


# 2
{
  "formula": "C48H88F12N16P2",
  "method": "ωB97M-V/def2-TZVPD",
  "total_charge": 6,
  "multiplicity": 1,
  "homo_energy_ev": -18.79,
  "energy_ev": -126185.973,
  "relative_energy_kj_mol": 134.8,
  "symbols": ["C", "C", "N", "C", "C", "N", "C", "C", "H", "H", "H", "H", "H", "H", "H", "H", "H", "H", "H", "C", "C", "N", "C", "C", "N", "C", "C", "H", "H", "H", "H", "H", "H", "H", "H", "H", "H", "H", "C", "C", "N", "C", "C", "N", "C", "C", "H", "H", "H", "H", "H", "H", "H", "H", "H", "H", "H", "C", "C", "N", "C", "C", "N", "C", "C", "H", "H", "H", "H", "H", "H", "H", "H", "H", "H", "H", "C", "C", "N", "C", "C", "N", "C", "C", "H", "H", "H", "H", "H", "H", "H", "H", "H", "H", "H", "C", "C", "N", "C", "C", "N", "C", "C", "H", "H", "H", "H", "H", "H", "H", "H", "H", "H", "H", "C", "C", "N", "C", "C", "N", "C", "C", "H", "H", "H", "H", "H", "H", "H", "H", "H", "H", "H", "C", "C", "N", "C", "C", "N", "C", "C", "H", "H", "H", "H", "H", "H", "H", "H", "H", "H", "H", "P", "F", "F", "F", "F", "F", "F", "P", "F", "F", "F", "F", "F", "F"],
  "coordinates": [[-1.98, -5.53, 3.71], [-2.52, -6.97, 3.60], [-3.55, -7.24, 4.62], [-3.33, -7.66, 5.92], [-4.55, -7.64, 6.54], [-5.50, -7.28, 5.62], [-4.86, -7.06, 4.46], [-6.95, -7.23, 5.87], [-1.46, -5.30, 2.78], [-1.32, -5.44, 4.57], [-2.75, -4.76, 3.76], [-1.74, -7.72, 3.74], [-3.02, -7.26, 2.67], [-2.37, -7.94, 6.32], [-4.81, -7.81, 7.57], [-5.41, -6.74, 3.59], [-7.32, -6.21, 5.77], [-7.13, -7.39, 6.93], [-7.38, -7.88, 5.12], [1.23, 1.67, -2.28], [1.91, 0.74, -1.26], [0.97, 0.16, -0.30], [0.54, 0.77, 0.86], [-0.42, -0.02, 1.41], [-0.64, -1.07, 0.52], [0.22, -0.93, -0.52], [-1.47, -2.22, 0.82], [2.06, 2.31, -2.58], [0.38, 2.20, -1.86], [0.94, 1.05, -3.13], [2.70, 1.22, -0.67], [2.47, 0.01, -1.85], [0.95, 1.69, 1.22], [-0.98, 0.06, 2.33], [0.49, -1.67, -1.27], [-2.10, -2.03, 1.68], [-0.88, -3.13, 0.89], [-2.12, -2.46, -0.03], [6.01, 9.33, -1.75], [6.21, 8.02, -2.55], [5.75, 6.85, -1.80], [6.37, 6.23, -0.77], [5.57, 5.23, -0.29], [4.47, 5.22, -1.12], [4.56, 6.28, -1.97], [3.36, 4.27, -1.04], [6.64, 9.23, -0.87], [4.97, 9.60, -1.56], [6.30, 10.14, -2.42], [7.26, 7.93, -2.82], [5.72, 8.03, -3.52], [7.27, 6.65, -0.35], [5.69, 4.60, 0.57], [3.71, 6.48, -2.60], [3.72, 3.26, -1.25], [2.63, 4.60, -1.77], [2.98, 4.14, -0.03], [4.42, -1.85, 1.83], [2.96, -2.36, 1.62], [2.93, -3.83, 1.86], [3.43, -4.82, 1.01], [3.34, -6.00, 1.71], [2.71, -5.70, 2.92], [2.58, -4.38, 3.00], [2.26, -6.74, 3.85], [5.10, -2.70, 1.83], [4.46, -1.48, 2.86], [4.77, -1.13, 1.10], [2.66, -2.16, 0.59], [2.25, -1.80, 2.21], [3.80, -4.54, 0.04], [3.55, -7.03, 1.47], [2.16, -3.82, 3.81], [2.74, -6.66, 4.82], [2.39, -7.74, 3.44], [1.18, -6.67, 3.96], [-4.42, -4.97, -4.52], [-4.04, -6.43, -4.26], [-2.88, -6.62, -3.40], [-2.27, -7.88, -3.39], [-1.25, -7.76, -2.49], [-1.28, -6.49, -1.97], [-2.23, -5.79, -2.61], [-0.34, -5.88, -1.06], [-5.06, -4.94, -5.39], [-3.44, -4.49, -4.66], [-4.81, -4.37, -3.70], [-3.82, -6.94, -5.21], [-4.85, -7.10, -3.98], [-2.63, -8.71, -3.98], [-0.53, -8.48, -2.16], [-2.30, -4.72, -2.52], [-0.66, -6.08, -0.03], [-0.26, -4.81, -1.20], [0.68, -6.24, -1.20], [6.67, 0.51, -2.08], [6.80, 1.83, -1.22], [7.53, 2.89, -1.87], [7.22, 3.55, -3.03], [8.20, 4.46, -3.30], [9.16, 4.27, -2.35], [8.73, 3.37, -1.47], [10.47, 4.97, -2.25], [5.65, 0.15, -2.07], [7.33, -0.23, -1.63], [7.07, 0.64, -3.08], [7.27, 1.43, -0.32], [5.79, 2.13, -0.95], [6.31, 3.44, -3.60], [8.19, 5.31, -3.96], [9.22, 2.94, -0.61], [10.92, 5.08, -3.24], [11.08, 4.57, -1.45], [10.25, 6.04, -2.13], [-0.47, 3.02, 3.52], [-1.94, 2.81, 3.11], [-2.72, 3.96, 3.57], [-2.87, 4.33, 4.89], [-3.66, 5.42, 4.94], [-3.87, 5.83, 3.64], [-3.38, 4.86, 2.83], [-4.81, 6.89, 3.22], [-0.38, 3.03, 4.61], [0.04, 3.88, 3.09], [-0.03, 2.06, 3.26], [-2.43, 1.98, 3.64], [-2.06, 2.55, 2.06], [-2.30, 3.80, 5.63], [-3.97, 6.05, 5.76], [-3.53, 4.94, 1.77], [-5.52, 6.52, 2.48], [-4.31, 7.75, 2.80], [-5.39, 7.18, 4.09], [-6.05, 7.33, -1.21], [-5.71, 7.22, -2.70], [-5.00, 6.01, -3.07], [-4.84, 5.60, -4.38], [-4.15, 4.42, -4.31], [-3.86, 4.13, -2.99], [-4.33, 5.16, -2.28], [-3.06, 3.02, -2.48], [-5.17, 7.16, -0.58], [-6.82, 6.63, -0.91], [-6.29, 8.37, -0.99], [-5.14, 8.11, -2.97], [-6.62, 7.33, -3.29], [-5.38, 6.01, -5.22], [-3.78, 3.75, -5.07], [-4.29, 5.23, -1.21], [-3.36, 2.88, -1.44], [-2.00, 3.28, -2.44], [-3.14, 2.10, -3.07], [-2.46, -1.08, -3.42], [-1.06, -0.52, -4.01], [-3.34, -0.04, -4.33], [-2.56, -2.04, -4.72], [-3.87, -1.63, -2.88], [-1.55, -2.13, -2.54], [-2.46, -0.06, -2.14], [-5.00, -4.81, 0.09], [-4.86, -6.27, 0.80], [-4.94, -5.50, -1.37], [-6.56, -4.88, 0.28], [-5.13, -3.36, -0.58], [-4.90, -4.19, 1.62], [-3.36, -4.74, 0.00]]
}


# 3
{
  "formula": "C48H88O16",
  "method": "ωB97M-V/def2-TZVPD",
  "multiplicity": 1,
  "homo_energy_ev": -8.81,
  "smiles": "O=C1CCCO1.O=C1CCCO1.O=C1CCCO1.O=C1CCCO1.C1CCOC1.C1CCOC1.C1CCOC1.C1CCOC1.C1CCOC1.C1CCOC1.C1CCOC1.C1CCOC1",
  "energy_ev": -83958.829,
  "relative_energy_kj_mol": 32.2,
  "symbols": ["C", "C", "C", "O", "C", "H", "H", "H", "H", "H", "H", "H", "H", "C", "C", "C", "O", "C", "H", "H", "H", "H", "H", "H", "H", "H", "C", "C", "C", "O", "C", "H", "H", "H", "H", "H", "H", "H", "H", "C", "C", "C", "O", "C", "H", "H", "H", "H", "H", "H", "H", "H", "C", "C", "C", "O", "C", "H", "H", "H", "H", "H", "H", "H", "H", "C", "C", "C", "O", "C", "H", "H", "H", "H", "H", "H", "H", "H", "C", "C", "C", "O", "C", "H", "H", "H", "H", "H", "H", "H", "H", "C", "C", "C", "O", "C", "H", "H", "H", "H", "H", "H", "H", "H", "O", "C", "O", "C", "C", "C", "H", "H", "H", "H", "H", "H", "O", "C", "O", "C", "C", "C", "H", "H", "H", "H", "H", "H", "O", "C", "O", "C", "C", "C", "H", "H", "H", "H", "H", "H", "O", "C", "O", "C", "C", "C", "H", "H", "H", "H", "H", "H"],
  "coordinates": [[-2.21, -0.17, 4.24], [-3.19, -0.20, 5.39], [-3.21, 1.26, 5.80], [-1.82, 1.60, 5.64], [-1.09, 0.73, 4.76], [-2.67, 0.27, 3.35], [-1.80, -1.15, 4.01], [-2.78, -0.88, 6.14], [-4.17, -0.55, 5.05], [-3.56, 1.56, 6.78], [-3.73, 1.83, 5.02], [-0.43, 0.14, 5.39], [-0.61, 1.36, 4.01], [2.30, 1.62, -0.27], [3.25, 0.42, -0.27], [4.63, 1.08, -0.13], [4.47, 2.37, -0.74], [3.12, 2.60, -1.11], [2.29, 1.93, 0.77], [1.29, 1.47, -0.65], [3.11, -0.21, -1.15], [3.13, -0.26, 0.58], [5.37, 0.43, -0.60], [4.85, 1.19, 0.94], [3.07, 2.52, -2.20], [2.73, 3.57, -0.79], [-0.04, -0.28, 0.94], [0.38, -1.03, -0.35], [-0.53, -0.35, -1.37], [-0.79, 0.94, -0.88], [-0.90, 0.96, 0.52], [0.79, 0.15, 1.50], [-0.63, -0.87, 1.64], [0.24, -2.10, -0.23], [1.41, -0.71, -0.55], [-1.50, -0.82, -1.58], [-0.04, -0.24, -2.34], [-1.92, 0.92, 0.92], [-0.44, 1.82, 1.02], [4.27, -4.04, -1.16], [4.34, -3.35, -2.46], [5.52, -2.39, -2.29], [5.47, -2.06, -0.88], [4.47, -2.88, -0.21], [4.96, -4.89, -1.10], [3.28, -4.49, -1.02], [3.43, -2.77, -2.61], [4.49, -4.04, -3.29], [5.36, -1.55, -2.97], [6.44, -2.91, -2.56], [3.62, -2.21, -0.02], [4.76, -3.26, 0.77], [2.03, -2.11, -5.66], [1.75, -0.90, -4.80], [2.66, 0.21, -5.44], [3.69, -0.53, -6.09], [3.51, -1.96, -6.01], [1.46, -2.02, -6.58], [1.84, -3.07, -5.18], [2.07, -1.07, -3.77], [0.68, -0.68, -4.82], [3.19, 0.77, -4.68], [2.10, 0.86, -6.11], [4.13, -2.32, -5.19], [3.79, -2.46, -6.93], [-6.25, 2.64, 1.98], [-5.20, 3.62, 1.48], [-4.21, 2.64, 0.89], [-4.03, 1.67, 1.93], [-5.37, 1.46, 2.44], [-6.85, 2.37, 1.11], [-6.82, 3.04, 2.82], [-4.72, 4.07, 2.36], [-5.47, 4.39, 0.76], [-3.22, 3.01, 0.63], [-4.62, 2.20, -0.03], [-5.37, 1.39, 3.52], [-5.73, 0.52, 2.00], [-2.52, -3.37, -5.65], [-2.30, -3.96, -4.28], [-1.33, -2.98, -3.70], [-1.91, -1.75, -4.16], [-2.57, -1.84, -5.42], [-3.40, -3.79, -6.12], [-1.62, -3.59, -6.23], [-1.91, -4.98, -4.31], [-3.16, -3.96, -3.61], [-0.32, -3.07, -4.09], [-1.26, -3.03, -2.61], [-2.05, -1.35, -6.24], [-3.57, -1.40, -5.34], [4.18, -0.46, 4.43], [5.23, -1.33, 3.71], [5.58, -0.56, 2.43], [4.85, 0.68, 2.49], [3.72, 0.48, 3.35], [4.65, 0.08, 5.25], [3.37, -1.04, 4.87], [4.93, -2.38, 3.66], [6.13, -1.39, 4.33], [5.51, -1.16, 1.52], [6.65, -0.33, 2.43], [3.00, 0.03, 2.65], [3.36, 1.46, 3.64], [1.05, -1.37, 3.90], [0.92, -2.46, 3.40], [-0.16, -3.23, 3.54], [0.00, -4.49, 2.89], [1.15, -4.33, 1.89], [1.87, -3.03, 2.36], [-0.94, -4.74, 2.41], [0.22, -5.26, 3.63], [0.78, -4.20, 0.88], [1.84, -5.17, 1.88], [2.03, -2.41, 1.48], [2.86, -3.31, 2.72], [-6.23, -0.03, -4.36], [-5.63, -0.55, -3.46], [-5.84, -1.83, -3.09], [-5.06, -2.16, -1.98], [-4.60, -0.80, -1.38], [-4.50, 0.06, -2.63], [-4.17, -2.72, -2.31], [-5.62, -2.73, -1.24], [-3.67, -1.05, -0.87], [-5.39, -0.45, -0.72], [-3.54, -0.11, -3.12], [-4.73, 1.10, -2.44], [-3.26, 5.05, 4.48], [-2.12, 4.72, 4.44], [-1.33, 4.67, 5.57], [0.02, 4.26, 5.25], [0.08, 4.39, 3.73], [-1.32, 4.16, 3.26], [0.18, 3.23, 5.54], [0.68, 4.97, 5.74], [0.79, 3.68, 3.29], [0.45, 5.36, 3.39], [-1.60, 3.10, 3.24], [-1.53, 4.64, 2.30], [-3.44, 4.40, -1.70], [-2.25, 4.25, -1.84], [-1.36, 4.82, -1.01], [-0.03, 4.48, -1.39], [-0.10, 3.98, -2.81], [-1.53, 3.44, -2.90], [0.24, 3.67, -0.71], [0.61, 5.34, -1.23], [0.61, 3.17, -2.96], [0.12, 4.77, -3.53], [-1.63, 2.38, -2.65], [-2.02, 3.54, -3.87]]
}


no.,E_LUMO (eV),orbital gap (eV)
1,-8.36,0.8
2,-11.23,7.6
3,-0.13,8.7